(1)
Formula: C5H15N2O
Source: the OMol25 dataset
Level of theory: ωB97M-V/def2-TZVPD

* strongest force on any atom: 0.0356 hartree/bohr
* Kohn-Sham gap: 4.912 eV
* total charge: +1
* HOMO energy: -0.425 Ha

Atoms and positions in Å:
N1 4.1662 -1.9824 -2.0540
C1 -0.4971 -0.3797 1.1804
C2 0.3912 0.2278 0.2449
C3 0.1203 -0.2098 -1.2458
O1 1.1937 0.1870 -2.0139
C4 -1.1865 0.2832 2.2737
N2 -2.5500 0.6044 1.8103
C5 -2.6496 1.6690 0.7781
H1 4.9953 -1.9819 -1.4992
H2 3.2698 -2.2241 -1.6974
H3 4.3105 -1.9829 -3.0437
H4 -0.5619 -1.4632 1.1533
H5 1.4018 -0.1676 0.4511
H6 0.4739 1.2952 0.4029
H7 0.0850 -1.3081 -1.2417
H8 -0.8525 0.1632 -1.5549
H9 0.9581 0.8283 -2.6915
H10 -0.6973 1.1932 2.6014
H11 -1.2505 -0.3817 3.1291
H12 -3.0300 -0.2190 1.4580
H13 -3.4448 1.4246 0.0828
H14 -1.7348 1.8241 0.2079
H15 -2.9109 2.6003 1.2683

Results of the Mulliken charge analysis, in e, for atoms 1 through 4: -0.51 0.12 -0.55 -0.49


(2)
Formula: C51H51BBrMgN8O2P2S
Source: the OMol25 dataset
Level of theory: ωB97M-V/def2-TZVPD

* strongest force on any atom: 0.0584 hartree/bohr
* Kohn-Sham gap: 5.410 eV
* total charge: -1
* HOMO energy: -0.138 Ha

Atoms and positions in Å:
Mg1 -2.3538 -0.1018 1.4923
Br1 -7.4895 2.9438 5.9749
C1 -6.4609 1.9636 4.6993
C2 -6.9830 1.7986 3.3848
C3 -6.2202 0.9863 2.5425
C4 -5.1730 0.2055 3.0127
C5 -4.6930 0.3695 4.3350
C6 -5.3776 1.2513 5.2134
N1 -4.4387 -0.7048 2.1083
C7 -5.0481 -1.7656 1.7235
C8 -4.4940 -2.8602 0.9270
C9 -5.3459 -3.7789 0.2558
C10 -4.6610 -4.6040 -0.6711
C11 -3.3067 -4.5778 -0.8318
C12 -2.5834 -3.6119 -0.0919
N2 -3.1819 -2.7696 0.7522
H1 -7.8920 2.2879 2.9764
H2 -6.3723 0.8582 1.4661
H3 -3.8627 -0.2200 4.6772
H4 -5.0124 1.4445 6.2185
H5 -6.0946 -1.8563 2.0360
H6 -6.4479 -3.7356 0.3872
H7 -5.2835 -5.1960 -1.2794
H8 -2.7614 -5.1821 -1.4849
H9 -1.5901 -3.3533 -0.1512
S1 -1.1690 -0.3949 3.3288
C13 -0.7696 -3.2123 5.2389
N3 0.1425 -2.8269 6.2917
C14 0.4646 -1.4049 6.5594
C15 0.8082 -3.7857 6.9071
N4 1.3389 -4.6861 7.4153
H10 -0.1900 -3.8925 4.5227
H11 -0.9948 -2.3308 4.5901
H12 -1.7642 -3.6722 5.6275
H13 1.5460 -1.2009 6.4959
H14 0.3569 -1.0704 7.5887
H15 -0.0241 -0.7952 5.7507
C16 -0.1453 3.2413 4.8678
C17 -0.4734 4.6212 4.2534
C18 0.6284 4.9257 3.2314
C19 -1.8483 4.8920 3.6714
N5 -2.1929 3.9560 2.5458
C20 -2.7229 2.7468 2.6851
N6 -3.0984 2.3109 1.4886
N7 -2.6249 3.2342 0.6055
N8 -2.0909 4.2430 1.2422
H16 0.9176 3.2202 5.1444
H17 -0.2184 2.4020 4.1638
H18 -0.7369 2.9434 5.6671
H19 -0.3111 5.3306 5.1268
H20 0.5053 4.6909 2.1593
H21 1.5527 4.6034 3.6439
H22 0.7492 6.0140 3.2084
H23 -1.8855 5.8905 3.3759
H24 -2.6342 4.7476 4.4200
H25 -2.6261 2.1950 3.5858
O1 -3.1825 1.2049 -1.4399
B1 -2.5061 0.0161 -0.8832
O2 -2.2920 -0.8469 -1.9691
C21 -2.5182 -0.1119 -3.1504
C22 -2.2820 -0.4549 -4.4436
C23 -2.6696 0.4873 -5.3967
C24 -3.2345 1.7232 -5.0737
C25 -3.5329 1.9732 -3.7670
C26 -3.0970 1.1013 -2.7926
H26 -1.8999 -1.3605 -4.8347
H27 -2.4095 0.2781 -6.4027
H28 -3.5651 2.5003 -5.7261
H29 -4.1426 2.7780 -3.3865
C27 3.1044 -0.6754 -3.1015
P1 1.7029 -1.1743 -1.9126
C28 0.8580 0.5119 -2.1150
C29 0.5334 0.8951 -3.4271
C30 -0.0052 2.0936 -3.7866
C31 -0.3565 3.0010 -2.7922
C32 -0.0974 2.6162 -1.4576
C33 0.5702 1.4180 -1.1015
C34 2.4775 -0.9574 -0.2520
C35 1.6378 -1.0664 0.8169
C36 2.0352 -0.8348 2.1040
C37 3.3380 -0.4599 2.3791
C38 4.2403 -0.3344 1.3658
C39 3.8432 -0.5510 -0.0029
P2 4.5171 -1.9069 -3.1309
C40 5.9580 -0.8085 -3.2340
C41 5.9875 0.5892 -2.9659
C42 7.1666 1.2638 -3.1284
C43 8.3330 0.6577 -3.6049
C44 8.3427 -0.7029 -3.7306
C45 7.1784 -1.4358 -3.5101
C46 4.5375 -2.5576 -4.8802
C47 3.9725 -1.9101 -6.0735
C48 3.9356 -2.6032 -7.2933
C49 4.4561 -3.8863 -7.4686
C50 5.0431 -4.4925 -6.3543
C51 5.0234 -3.8378 -5.0520
H30 3.4931 0.2580 -2.6795
H31 2.7621 -0.5221 -4.1481
H32 0.6247 0.1700 -4.2358
H33 -0.1875 2.2588 -4.7929
H34 -0.9882 3.8442 -3.0219
H35 -0.4683 3.3138 -0.7066
H36 0.7835 1.1724 -0.0783
H37 0.5626 -1.2668 0.6755
H38 1.2485 -0.9969 2.8468
H39 3.6390 -0.2957 3.4021
H40 5.1885 0.1639 1.5934
H41 4.5457 -0.4695 -0.8319
H42 5.0624 1.1060 -2.7614
H43 7.1441 2.3177 -2.9123
H44 9.2315 1.2567 -3.7336
H45 9.2295 -1.2490 -4.0023
H46 7.2099 -2.4953 -3.6441
H47 3.5674 -0.9234 -5.9742
H48 3.5504 -2.0572 -8.1069
H49 4.5458 -4.5509 -8.3345
H50 5.4439 -5.5274 -6.4048
H51 5.4478 -4.3735 -4.2490

Results of the Mulliken charge analysis, in e, for atoms 1 through 4: 1.20 -0.22 0.42 -0.75


(3)
Formula: C2H4O3
Source: the OMol25 dataset
Level of theory: ωB97M-V/def2-TZVPD

* strongest force on any atom: 0.1069 hartree/bohr
* SMILES string: O=C(O)CO
* Kohn-Sham gap: 10.266 eV
* HOMO energy: -0.378 Ha

Atoms and positions in Å:
C1 -0.5461 -0.2164 -0.4529
C2 0.2714 1.0215 0.0097
H1 -0.8176 -1.9887 0.4887
H2 -1.5293 -0.1329 0.2002
H3 -0.8152 -0.2922 -1.4485
H4 1.8341 -0.0606 0.9231
O1 0.0048 -1.5114 -0.1551
O2 1.5125 0.9120 0.5600
O3 0.0854 2.2687 -0.1252

Results of the Mulliken charge analysis, in e, for atoms 1 through 4: -0.29 0.63 0.38 0.24